1.
The following is a DFT calculation (the ωB97M-V functional and the def2-TZVPD basis) of 3 unconnected molecules or ions with the total composition C30H69N2.

Geometry (Å):
1 C -3.39861 -0.99051 3.56608
2 C -4.42749 -0.13908 2.83227
3 C -3.83176 0.76971 1.76708
4 C -3.08921 0.06814 0.61377
5 C -3.71028 -1.22822 0.13161
6 C -3.02829 -1.85136 -1.08435
7 C -1.51522 -2.02297 -0.98594
8 C -1.09481 -3.25498 -0.16640
9 C 0.18515 -3.10456 0.63848
10 C 0.00665 -2.30212 1.93326
11 C 0.44807 -0.84724 1.87206
12 C 1.95147 -0.63158 2.03788
13 C 2.26954 0.86598 2.11182
14 C 2.90413 1.44299 0.83740
15 C 2.62666 2.94559 0.71744
16 C 1.60142 3.28889 -0.36526
17 N 0.43103 2.33931 -0.38389
18 C 0.04557 1.80321 -1.76953
19 N 1.17514 1.39286 -2.51601
20 C 1.53792 -0.02535 -2.43670
21 H -3.22798 -1.95938 3.10399
22 H -2.44118 -0.47373 3.63541
23 H -3.72472 -1.18588 4.58406
24 H -4.91359 0.50370 3.56480
25 H -5.22255 -0.74210 2.39817
26 H -3.11878 1.42729 2.26858
27 H -4.60397 1.41032 1.34561
28 H -3.04431 0.76864 -0.22336
29 H -2.05919 -0.11323 0.92950
30 H -3.74266 -1.96243 0.93291
31 H -4.74527 -1.02930 -0.15078
32 H -3.44669 -2.85019 -1.21283
33 H -3.28036 -1.29592 -1.98674
34 H -1.04183 -1.12049 -0.59925
35 H -1.14074 -2.15939 -2.00010
36 H -1.91137 -3.53317 0.49996
37 H -0.96912 -4.08332 -0.86100
38 H 0.51804 -4.10508 0.90731
39 H 0.98235 -2.67093 0.03025
40 H -1.02853 -2.37364 2.26103
41 H 0.61155 -2.76236 2.71484
42 H -0.07755 -0.28105 2.64175
43 H 0.14270 -0.40696 0.91139
44 H 2.26405 -1.14637 2.94317
45 H 2.47441 -1.09104 1.19877
46 H 2.91262 1.08891 2.95965
47 H 1.32621 1.38295 2.30120
48 H 2.47648 0.91377 -0.00751
49 H 3.96866 1.24166 0.86599
50 H 3.53438 3.48436 0.45778
51 H 2.29621 3.35418 1.66846
52 H 1.21121 4.28442 -0.17726
53 H 2.05463 3.29444 -1.34644
54 H 0.56777 1.55644 0.25993
55 H -0.39159 2.83437 -0.04001
56 H -0.47916 2.61099 -2.26893
57 H -0.65977 0.98747 -1.60188
58 H 1.10702 1.70497 -3.47237
59 H 2.59405 -0.13803 -2.65703
60 H 1.38214 -0.39425 -1.42761
61 H 0.96110 -0.64243 -3.12305
62 C -4.81568 4.91948 -6.52925
63 C -4.89875 5.60678 -5.16925
64 C -3.54476 5.75919 -4.47824
65 C -2.83719 4.44070 -4.16302
66 C -3.63866 3.47451 -3.29143
67 C -3.96286 4.02818 -1.90612
68 H -4.44224 3.89731 -6.44637
69 H -5.79800 4.86938 -6.99852
70 H -4.15258 5.46715 -7.20152
71 H -5.59213 5.06006 -4.52411
72 H -5.33018 6.60144 -5.29917
73 H -3.67749 6.33343 -3.55719
74 H -2.88755 6.36021 -5.11327
75 H -1.88827 4.67128 -3.66123
76 H -2.56938 3.93734 -5.09601
77 H -3.06067 2.55006 -3.17581
78 H -4.56329 3.18791 -3.79604
79 H -3.04787 4.29467 -1.36696
80 H -4.50265 3.29250 -1.30782
81 H -4.58478 4.92089 -1.96302
82 C 3.10530 -4.42208 2.50929
83 C 4.20242 -3.87285 3.41617
84 C 5.31965 -3.16309 2.65316
85 C 6.08715 -4.04604 1.66770
86 C 6.73591 -5.28252 2.28750
87 C 7.78155 -4.95377 3.34924
88 H 3.48432 -5.18071 1.82374
89 H 2.30920 -4.88084 3.09874
90 H 2.66322 -3.61937 1.91550
91 H 4.61431 -4.68109 4.02458
92 H 3.75965 -3.16209 4.12065
93 H 6.01709 -2.72564 3.37237
94 H 4.88954 -2.31915 2.10006
95 H 6.86422 -3.43886 1.19290
96 H 5.41884 -4.36191 0.86121
97 H 7.20930 -5.85856 1.48906
98 H 5.96995 -5.93358 2.71737
99 H 8.57522 -4.33030 2.93294
100 H 8.24065 -5.86376 3.73561
101 H 7.34569 -4.42315 4.19713

Summary:
Total charge: +1
2S+1: 1

Results of the Mulliken charge analysis, in e, for atoms 1 through 5: number 1, C, carries -0.86; number 2, C, carries -0.74; number 3, C, carries -1.01; number 4, C, carries 1.96; number 5, C, carries -0.70

***

2.
The following is a DFT calculation (the ωB97M-V functional and the def2-TZVPD basis) of 12 unconnected molecules or ions with the total composition C30H69N9O18.

Geometry (Å):
1 C -15.51158 14.97968 -20.64138
2 O -15.72850 13.60045 -21.08669
3 C -14.94614 12.69214 -20.55876
4 O -13.95744 12.80583 -19.80351
5 O -15.49481 11.55517 -21.01752
6 C -14.77916 10.33791 -21.03101
7 H -14.52718 15.40198 -20.84316
8 H -15.71598 15.16896 -19.58758
9 H -16.16887 15.58266 -21.26787
10 H -15.40475 9.58597 -21.51197
11 H -14.36431 10.03947 -20.06823
12 H -13.89980 10.57991 -21.62787
13 C -22.47688 12.20629 -26.06725
14 O -21.22500 12.31215 -26.74785
15 C -20.27963 13.04595 -26.07655
16 O -20.48464 13.66081 -25.05773
17 O -19.01889 12.87894 -26.58280
18 C -17.95978 13.23272 -25.74479
19 H -22.31377 11.83437 -25.05573
20 H -23.15743 11.43137 -26.42002
21 H -23.01162 13.15340 -25.99553
22 H -17.82675 12.71208 -24.79645
23 H -18.07732 14.28626 -25.49118
24 H -16.99834 13.09571 -26.23974
25 C -18.41508 8.56176 -30.86247
26 O -18.93106 8.48753 -32.24075
27 C -18.27368 9.13835 -33.13647
28 O -17.37606 9.97438 -32.98850
29 O -18.74179 8.77716 -34.38101
30 C -17.94557 9.28457 -35.46839
31 H -19.15189 8.27555 -30.11195
32 H -17.98437 9.48454 -30.47379
33 H -17.70210 7.79129 -30.56896
34 H -18.08724 10.34735 -35.66466
35 H -18.23296 8.78220 -36.39204
36 H -16.88103 9.08439 -35.34679
37 C -25.73688 7.84509 -24.00087
38 C -27.11109 7.80402 -24.76123
39 O -27.64141 6.73647 -25.15777
40 N -27.83802 8.90466 -24.95849
41 C -29.05012 9.00989 -25.70858
42 H -25.55520 6.99750 -23.34005
43 H -25.76017 8.81583 -23.50568
44 H -24.84564 7.99391 -24.61051
45 H -27.40940 9.79449 -24.74732
46 H -29.73266 8.30978 -25.22683
47 H -29.08021 9.00861 -26.79817
48 H -29.35095 9.96471 -25.27737
49 C -15.69257 6.14365 -25.84568
50 C -15.28045 7.60690 -26.22363
51 O -15.67568 8.54849 -25.57040
52 N -14.41474 7.77391 -27.32004
53 C -14.00080 9.19350 -27.60296
54 H -16.33705 6.17674 -24.96724
55 H -14.83097 5.62716 -25.42263
56 H -16.11860 5.55476 -26.65796
57 H -13.96538 6.96649 -27.72778
58 H -13.64131 9.30782 -28.62561
59 H -13.32725 9.69310 -26.90667
60 H -14.86026 9.86382 -27.61329
61 C -14.39092 20.43201 -25.47040
62 C -13.11902 20.97695 -25.98404
63 O -12.24587 20.11359 -26.20604
64 N -13.03657 22.30660 -25.95642
65 C -11.76679 22.86591 -26.44834
66 H -15.18929 20.82033 -26.10280
67 H -14.69183 20.78371 -24.48356
68 H -14.48371 19.36438 -25.66956
69 H -13.67586 22.91147 -25.46090
70 H -11.92007 23.88393 -26.80646
71 H -11.35332 22.38290 -27.33369
72 H -10.94706 23.03078 -25.74908
73 O -22.20798 15.84023 -31.55012
74 C -22.31990 14.62732 -31.54888
75 N -23.53070 14.13120 -31.35171
76 C -21.15076 13.72583 -31.67488
77 H -23.81679 13.26888 -31.79291
78 H -24.19772 14.88754 -31.40747
79 H -21.27798 12.74731 -31.21181
80 H -20.35027 14.07556 -31.02297
81 H -20.90366 13.65410 -32.73407
82 O -26.80582 13.02683 -22.82289
83 C -26.62191 14.05397 -22.13663
84 N -27.63032 14.54202 -21.52720
85 C -25.31176 14.75755 -21.99293
86 H -28.55103 14.13752 -21.43354
87 H -27.43260 15.36393 -20.97451
88 H -24.84004 14.72645 -21.01079
89 H -25.42101 15.78742 -22.33282
90 H -24.51245 14.33449 -22.60139
91 O -20.61187 17.64601 -20.01277
92 C -20.60826 18.29232 -21.00755
93 N -20.37230 17.76341 -22.19852
94 C -20.95719 19.81160 -21.03858
95 H -20.61717 18.05963 -23.13254
96 H -20.27786 16.75932 -22.14383
97 H -21.22389 20.25393 -20.07873
98 H -21.81773 20.00822 -21.67805
99 H -20.03712 20.34012 -21.28806
100 O -21.59418 9.73488 -20.90980
101 C -20.52295 10.26288 -21.13355
102 N -19.71507 9.79467 -22.05363
103 C -20.12184 11.53370 -20.43050
104 H -19.86630 8.89782 -22.49282
105 H -18.91684 10.32376 -22.37454
106 H -19.29867 11.99467 -20.97640
107 H -19.82967 11.32427 -19.40148
108 H -20.94666 12.24379 -20.49002
109 O -13.17936 16.01958 -30.34938
110 C -12.59359 15.28494 -29.57757
111 N -12.98062 15.25126 -28.32328
112 C -11.53336 14.29411 -29.91969
113 H -13.61726 15.98253 -28.04037
114 H -12.28841 15.01031 -27.62838
115 H -12.14717 13.40742 -30.07819
116 H -10.79521 14.16481 -29.12816
117 H -10.98987 14.53220 -30.83404
118 O -19.98490 18.99701 -26.92037
119 C -20.10332 18.12601 -27.77510
120 N -21.32523 17.56528 -27.77841
121 C -18.92273 17.72136 -28.62127
122 H -21.50977 16.85506 -28.47240
123 H -21.92759 17.94821 -27.06382
124 H -18.89910 18.14278 -29.62623
125 H -18.71836 16.65557 -28.72336
126 H -18.08087 18.26732 -28.19549

Summary:
Total charge: 0
2S+1: 1
Structure (SMILES): COC(=O)OC.COC(=O)OC.COC(=O)OC.CNC(C)=O.CNC(C)=O.CNC(C)=O.CC(N)=O.CC(N)=O.CC(N)=O.CC(N)=O.CC(N)=O.CC(N)=O

Results of the Mulliken charge analysis, in e, for atoms 1 through 5: number 1, C, carries -0.69; number 2, O, carries -0.18; number 3, C, carries 0.65; number 4, O, carries -0.59; number 5, O, carries -0.22

***

no.,HOMO-LUMO gap (hartree)
1,0.3699
2,0.3337